No. 1
ORCA calculation (ωB97M-V/def2-TZVPD) on a molecular structure, C30H36ClF5N2O4PSi2TeTl at a distorted geometry.

Structure (XYZ):
```
83
Properties=species:S:1:pos:R:3:forces:R:3
Tl -1.283499 -1.748563 0.821139 -0.05 0.07 0.20
Cl -1.340309 -2.877410 -2.184604 -0.38 -0.14 -0.08
C 0.092982 -3.221501 -3.072094 0.42 0.04 -0.12
C 0.073390 -4.308814 -3.936801 -0.06 -0.04 -0.03
C 1.161659 -4.579079 -4.746771 -0.01 0.12 0.03
C 2.261658 -3.734672 -4.714103 0.04 -0.10 -0.05
C 2.276463 -2.666847 -3.836951 -0.02 0.06 0.02
C 1.216115 -2.407304 -2.969469 -0.03 -0.04 0.29
P 1.427726 -0.921173 -1.893556 0.60 0.24 -0.95
C 3.039418 -0.983077 -1.052570 -0.31 0.00 -0.05
C 4.035489 -1.938077 -1.221426 0.01 -0.06 -0.06
C 5.244813 -1.795055 -0.561435 0.11 -0.07 -0.06
C 5.471047 -0.707891 0.270584 -0.05 0.03 -0.02
C 4.474320 0.234444 0.459457 0.08 0.09 0.08
C 3.263371 0.086253 -0.191383 -0.09 -0.08 -0.14
C 1.617655 0.271622 -3.266158 0.03 -0.14 0.26
C 0.431384 0.606135 -3.909062 -0.09 0.00 0.04
C 0.420130 1.558305 -4.909368 -0.05 -0.03 -0.02
C 1.602888 2.186886 -5.266271 0.02 0.02 -0.05
C 2.789359 1.843914 -4.640573 0.09 0.04 -0.12
C 2.803138 0.875280 -3.650190 -0.02 -0.01 0.13
H -0.805462 -4.935433 -3.980587 -0.08 0.02 0.05
H 1.132760 -5.425275 -5.421662 0.01 0.00 0.01
H 3.100501 -3.904405 -5.376420 0.03 0.01 0.02
H 3.116859 -1.985951 -3.832845 0.07 -0.03 -0.04
H 3.868557 -2.800777 -1.849151 -0.03 -0.07 0.05
H 6.025556 -2.533813 -0.697298 -0.06 -0.06 0.00
H 6.426022 -0.600070 0.770652 0.00 0.01 0.01
H 4.623665 1.104859 1.081608 -0.06 0.04 0.06
H 2.491946 0.832112 -0.046116 0.64 -0.84 0.08
H -0.485724 0.133838 -3.581130 -0.13 0.06 -0.02
H -0.510662 1.838502 -5.385398 -0.02 0.00 0.01
H 1.590181 2.963708 -6.020421 0.03 0.02 -0.01
H 3.703247 2.362137 -4.897940 0.05 -0.01 -0.01
H 3.721640 0.626873 -3.136890 0.07 0.08 0.06
C -0.540836 2.021568 4.519854 -0.10 -0.29 -0.28
Si -0.853881 0.541949 3.349349 -0.10 0.10 0.81
C 0.800945 0.404578 2.395944 -0.47 0.06 -0.06
C -0.871585 -1.027093 4.446813 -0.07 0.32 -0.22
C -2.525925 0.781152 2.527848 0.82 0.37 -0.49
C -3.541899 -0.170528 2.795331 0.11 0.02 0.12
C -4.898799 0.197665 3.051543 -0.09 -0.07 0.06
C -5.847054 -0.749382 3.315115 -0.03 -0.06 -0.02
C -5.486420 -2.104162 3.361771 -0.10 -0.05 0.03
C -4.155212 -2.394484 3.139690 -0.21 -0.20 0.07
N -3.224242 -1.498951 2.854169 0.02 0.05 -0.10
Si -2.925674 2.270111 1.478918 -0.24 0.10 -0.28
C -1.783046 2.402205 -0.040748 -0.08 -0.04 0.50
C -2.914738 4.000691 2.297822 0.11 -0.43 -0.07
C -4.644829 2.118723 0.616495 0.26 -0.09 0.38
H 0.346487 1.866041 5.133816 0.14 -0.08 0.05
H -1.385722 2.220170 5.178145 -0.14 -0.07 0.05
H -0.365922 2.909196 3.917195 0.05 0.18 -0.13
H 1.508724 -0.258687 2.894778 -0.10 -0.13 0.11
H 1.267821 1.386219 2.341711 0.03 0.12 0.05
H 0.677003 0.036531 1.377417 0.14 -0.05 -0.17
H -0.016579 -1.071394 5.121370 0.20 0.18 -0.01
H -0.858713 -1.924327 3.831532 0.03 -0.13 0.04
H -1.776827 -1.057096 5.049818 -0.15 -0.05 0.06
H -5.143660 1.247059 3.101342 -0.04 0.05 -0.03
H -6.871787 -0.453833 3.516488 -0.01 0.03 0.01
H -6.212035 -2.877081 3.577760 0.05 -0.05 0.00
H -3.802137 -3.423741 3.184910 -0.05 -0.05 -0.01
H -0.927494 3.046486 0.181488 -0.96 0.19 0.19
H -2.272793 2.845227 -0.906275 -0.05 0.02 -0.05
H -1.397214 1.425250 -0.333510 -0.06 -0.11 -0.11
H -1.888518 4.271602 2.537366 0.17 0.02 0.04
H -3.495823 4.040403 3.219384 -0.10 -0.08 0.07
H -3.298211 4.764432 1.619885 -0.07 0.00 -0.14
H -4.779257 1.105608 0.239036 -0.06 -0.15 -0.03
H -4.730490 2.799254 -0.230407 0.19 0.14 -0.04
H -5.472679 2.330258 1.289758 -0.14 0.02 0.04
F 0.536232 3.569156 1.622468 -0.38 -0.91 -0.69
Te 1.208070 2.645025 -0.123566 3.01 4.77 -1.08
F 1.458396 4.529904 -0.390708 -0.26 -0.60 0.18
F 2.883966 2.895736 1.000052 -0.83 -0.71 -0.23
F 2.750118 2.658612 -1.431584 -0.77 -0.64 0.45
F 0.305329 3.060591 -1.928328 -0.11 -0.68 0.93
O 0.306009 -0.449884 -1.044696 -0.27 -0.06 0.26
O 0.624772 -3.575605 1.726818 -0.38 0.19 0.62
N 1.461742 -3.590601 0.805984 -0.03 -0.37 -0.21
O 2.552579 -4.127143 0.951291 0.48 -0.11 0.10
O 1.143527 -3.087097 -0.295453 -0.12 0.13 -0.33
```
Forces are in eV/Å.

Computed properties:
Largest force on an atom = 5.7 eV/A
DFT total energy = -106007.9663 eV
Net charge = -2



No. 2
ORCA calculation (ωB97M-V/def2-TZVPD) on a molecular structure, C30H36CuN4O3PS3.

Structure (XYZ):
```
78
Properties=species:S:1:pos:R:3:forces:R:3
Cu 2.184499 -0.428295 1.577932 -0.01 0.34 -0.13
C 2.719467 0.393458 4.399673 -0.01 0.04 -0.02
C 2.857234 1.702605 3.617298 -0.06 0.02 0.05
N 2.016191 1.725215 2.421278 0.10 -0.25 -0.09
C 0.624765 2.104125 2.585537 -0.08 -0.01 -0.01
C -0.251054 1.004540 3.203290 -0.04 0.13 -0.15
S -0.019241 -0.635625 2.443407 -0.12 -0.27 0.12
C 0.483848 -1.682261 3.851972 0.10 0.16 0.09
C 1.993671 -1.941280 3.943415 0.01 -0.06 0.08
N 2.789244 -0.781276 3.513258 -0.07 -0.05 -0.20
H 1.764655 0.367229 4.922279 0.01 -0.03 -0.02
H 3.492987 0.344233 5.169137 0.00 0.00 0.00
H 3.890988 1.834464 3.299929 0.00 -0.07 -0.06
H 2.613682 2.529875 4.294790 0.04 0.02 0.01
H 2.460674 2.256273 1.683810 -0.04 0.05 0.03
H 0.226831 2.346542 1.597767 0.06 -0.02 0.00
H 0.516640 3.000580 3.208290 -0.04 0.01 0.02
H -1.296818 1.258817 3.030790 -0.01 0.00 0.02
H -0.109963 0.910382 4.277546 0.03 -0.03 -0.01
H -0.049562 -2.623903 3.735742 0.03 -0.02 0.02
H 0.098833 -1.209304 4.754576 -0.04 0.00 -0.01
H 2.269558 -2.770283 3.290557 0.00 0.03 -0.03
H 2.239775 -2.234494 4.969311 -0.01 -0.02 0.00
H 3.751409 -1.076073 3.373785 0.03 0.01 0.02
O 3.723228 -1.837062 0.955675 0.03 -0.58 0.07
S 4.627139 -0.823563 0.353321 -0.43 0.01 0.33
O 6.021122 -1.011887 0.581311 0.22 -0.11 -0.09
O 4.056911 0.464957 0.792779 0.39 0.78 0.04
C 4.286022 -0.872477 -1.376078 -0.05 0.00 0.07
C 5.297835 -1.165724 -2.269358 0.07 -0.01 -0.05
C 5.020987 -1.186389 -3.630048 0.01 0.00 0.04
C 3.740350 -0.908325 -4.076743 -0.04 0.01 0.00
C 2.730261 -0.617671 -3.168501 -0.03 0.03 -0.09
C 2.986339 -0.596577 -1.804359 -0.02 0.06 -0.04
P 1.592783 -0.263913 -0.660467 -0.08 -0.20 -0.06
C 1.027899 1.407969 -1.060180 0.21 0.05 -0.05
C -0.313143 1.772510 -1.140658 -0.03 -0.04 0.09
C -0.651522 3.102885 -1.358509 -0.01 -0.02 0.02
C 0.334433 4.067945 -1.485517 0.02 0.02 0.01
C 1.673969 3.709161 -1.384298 0.01 0.02 0.02
C 2.022913 2.386662 -1.169097 -0.02 -0.03 -0.06
C 0.355859 -1.485257 -1.154031 -0.03 -0.03 -0.02
C 0.346320 -2.672919 -0.423800 0.01 -0.01 0.04
C -0.533876 -3.691329 -0.749098 -0.01 0.00 -0.02
C -1.414515 -3.528448 -1.808837 0.01 -0.01 0.01
C -1.399061 -2.356685 -2.550469 -0.02 0.01 0.01
C -0.513680 -1.340861 -2.231886 0.00 0.08 0.02
H 6.291079 -1.366829 -1.891209 -0.01 -0.01 0.00
H 5.806645 -1.416601 -4.336629 0.01 0.00 0.00
H 3.519958 -0.917480 -5.135749 0.00 0.00 0.00
H 1.732874 -0.407006 -3.533858 0.01 0.00 -0.01
H -1.099558 1.042468 -0.995007 0.00 -0.05 -0.08
H -1.696377 3.377819 -1.423890 0.00 0.00 0.00
H 0.063710 5.100980 -1.659875 0.00 0.00 0.00
H 2.447584 4.459884 -1.478241 0.00 0.00 0.00
H 3.067761 2.106818 -1.090523 0.00 0.00 -0.01
H 1.050365 -2.812116 0.391119 -0.01 0.02 -0.01
H -0.530169 -4.610766 -0.178972 0.00 0.00 0.00
H -2.109536 -4.318693 -2.060689 0.00 0.00 0.00
H -2.084866 -2.226545 -3.376557 0.00 0.00 -0.02
H -0.519772 -0.432928 -2.820210 -0.02 0.05 0.03
C -7.754675 -0.183236 0.199241 -0.01 0.00 0.00
C -6.479218 0.007911 -0.549953 0.00 -0.01 0.00
C -6.382363 0.352742 -1.862036 0.02 -0.01 0.00
C -5.085494 0.500486 -2.411345 -0.03 0.00 -0.02
N -3.984587 0.315719 -1.716834 0.03 0.02 0.07
C -4.067452 -0.038986 -0.408507 0.04 0.06 -0.20
S -2.732674 -0.329368 0.546645 -0.12 -0.07 0.23
N -5.325429 -0.173135 0.135146 0.00 -0.01 0.00
C -4.924873 0.857189 -3.855339 0.01 0.00 0.00
H -8.607605 -0.050920 -0.460430 0.00 0.00 0.00
H -7.828822 0.539206 1.013626 0.00 0.00 0.00
H -7.798234 -1.184448 0.630331 0.00 0.00 0.00
H -7.267468 0.512079 -2.458324 0.00 0.00 -0.01
H -5.347550 -0.434557 1.111364 0.00 0.00 0.01
H -5.756239 1.460521 -4.215445 0.00 0.01 0.00
H -4.898846 -0.061073 -4.447056 0.00 0.00 0.00
H -3.985052 1.382318 -4.007316 0.00 -0.01 0.00
```
Forces are in eV/Å.

Computed properties:
Largest force on an atom = 0.9 eV/A
<S²> = 0.75
ΔE to the lowest compared entry with this formula, charge and spin = 0.000 eV
Spin multiplicity = 2
DFT total energy = -130228.2262 eV
Net charge = +1



No. 3
ORCA calculation (ωB97M-V/def2-TZVPD) on a molecular structure, C30H36F4N3O2RuSe.

Structure (XYZ):
```
77
Properties=species:S:1:pos:R:3:forces:R:3
Ru -0.711370 -0.542449 -0.173106 -0.11 0.50 0.28
C 2.487637 -0.623761 -1.326996 -0.01 0.01 -0.02
C 1.638325 0.428738 -2.015848 -0.04 -0.04 0.05
N 0.171726 0.151695 -2.024346 0.00 -0.13 -0.40
C -0.479703 1.330400 -2.684117 -0.01 -0.07 0.04
C -1.912124 1.630496 -2.259659 0.01 0.01 0.00
C -0.027937 -1.052506 -2.883158 -0.04 0.04 0.16
C -1.472328 -1.509308 -2.962573 0.10 0.07 0.03
N -1.953652 -1.721656 -1.604733 0.18 -0.09 0.04
C -3.186380 -2.202644 -1.411531 -0.17 0.15 0.03
C -3.690442 -2.326737 -0.081725 0.13 0.08 -0.02
F -2.892460 -1.942702 0.942905 -0.06 -0.05 -0.03
C -4.938678 -2.806168 0.219104 0.02 -0.01 0.05
F -5.306193 -2.879983 1.513584 0.01 0.00 -0.02
C -5.831289 -3.218539 -0.756492 -0.03 0.00 -0.05
C -5.383341 -3.107455 -2.056901 -0.10 -0.03 0.07
F -6.202682 -3.482550 -3.063433 0.02 0.00 -0.02
C -4.133829 -2.629759 -2.385805 0.09 0.00 0.03
F -3.834606 -2.577596 -3.712212 0.00 0.00 -0.02
H 3.493433 -0.223147 -1.179661 -0.02 0.00 0.01
H 2.577512 -1.547110 -1.901130 0.00 0.00 0.00
H 2.052294 -0.866763 -0.357595 0.01 0.01 0.05
H 1.962931 0.551169 -3.061050 -0.01 0.06 0.00
H 1.769061 1.385831 -1.516511 -0.01 0.01 0.12
H -0.432368 1.175246 -3.770315 0.03 -0.04 0.00
H 0.141308 2.197356 -2.464551 -0.03 0.02 0.05
H -2.461626 0.725970 -2.011410 -0.03 0.00 -0.04
H -2.425358 2.157481 -3.070116 0.00 0.02 0.02
H -1.926864 2.255274 -1.367589 0.02 -0.03 -0.01
H 0.564669 -1.860871 -2.454188 0.01 0.02 0.03
H 0.362516 -0.848916 -3.890318 -0.02 0.02 -0.04
H -1.491681 -2.419040 -3.575608 0.06 -0.02 0.01
H -2.063191 -0.769685 -3.514883 -0.07 0.01 0.02
H -6.814567 -3.589869 -0.514653 0.01 -0.01 -0.01
C -0.248057 0.834108 1.009920 -0.05 -0.02 -0.27
C -0.701943 0.664361 2.408482 -0.09 -0.03 -0.13
C -0.791880 -0.656197 2.884852 0.01 -0.03 -0.01
C -1.284026 -0.944407 4.147367 -0.02 0.02 0.03
C -1.670659 0.079602 5.002989 0.00 -0.06 0.01
C -1.555018 1.393549 4.566278 0.01 0.03 -0.03
C -1.083237 1.682300 3.295527 -0.04 0.01 0.02
H -0.431941 -1.465731 2.254750 0.01 0.02 -0.04
H -1.347293 -1.977280 4.471123 0.00 0.00 0.01
H -2.041335 -0.140740 5.996915 0.00 0.00 -0.01
H -1.838668 2.207778 5.224513 0.00 0.00 0.00
H -1.003559 2.713581 2.976272 0.00 0.00 -0.02
C 6.249722 4.100118 1.816346 0.01 0.00 0.00
C 4.827488 3.709445 1.514536 -0.05 0.02 -0.02
C 4.002846 4.520903 0.747112 0.03 -0.04 0.03
C 2.680579 4.182586 0.487652 -0.04 -0.02 -0.03
C 1.851194 5.111110 -0.358298 0.00 -0.01 0.01
C 2.143503 2.990270 1.010409 -0.05 0.06 -0.09
Se 0.294529 2.656655 0.536682 -0.01 -0.05 0.02
C 2.960535 2.157266 1.783152 0.05 -0.08 0.07
C 2.475770 0.877807 2.409074 0.05 0.00 0.05
C 4.282344 2.537280 2.013717 0.01 -0.02 -0.02
H 6.666339 4.721778 1.022129 0.00 0.00 0.00
H 6.885762 3.220384 1.926394 0.00 0.00 0.00
H 6.315312 4.669467 2.747502 0.00 0.00 0.00
H 4.397377 5.441821 0.327085 0.00 0.00 0.01
H 2.446516 5.963806 -0.687484 0.00 0.00 0.01
H 0.985504 5.483333 0.194935 -0.01 -0.01 0.00
H 1.457140 4.599432 -1.239645 0.00 -0.01 0.00
H 1.825720 0.311773 1.743740 0.09 0.00 -0.03
H 1.889502 1.086262 3.308825 0.00 0.00 -0.03
H 3.325499 0.256687 2.695116 0.02 0.00 0.03
H 4.905990 1.876294 2.609175 0.00 0.00 0.00
N -1.388408 -4.985887 -1.550755 0.00 -0.04 0.02
C -1.035156 -4.501629 -0.216094 0.11 -0.12 -0.03
C 0.262165 -3.717556 -0.272789 -0.24 0.19 -0.25
O 1.085056 -4.105540 -1.261116 0.04 0.00 0.03
O 0.532650 -2.813811 0.472246 0.29 -0.40 0.18
H -2.019300 -5.773728 -1.491754 0.01 -0.01 0.00
H 0.559371 -4.735192 -1.796739 -0.04 0.01 -0.02
H -1.884151 -4.247071 -2.042354 0.06 -0.02 0.00
H -0.849567 -5.355139 0.441685 -0.04 -0.02 -0.01
H -1.782961 -3.870291 0.247148 -0.08 0.09 0.11
```
Forces are in eV/Å.

Computed properties:
Largest force on an atom = 0.6 eV/A
ΔE to the lowest compared entry with this formula, charge and spin = 0.159 eV
DFT total energy = -119056.6785 eV
Net charge = -1



> Look up the DFT total energy of the first one.

-106007.9663 eV



> DFT total energy of number 1 (C30H36ClF5N2O4PSi2TeTl)?

-106007.9663 eV



> Which of these has the lowest net charge?

C30H36ClF5N2O4PSi2TeTl